Density functional theory data (ωB97M-V with the def2-TZVPD basis set) for a molecular structure, C6H5NO at a distorted geometry.

Last column: Löwdin charge in e.
Element x y z (Å)
1 C 1.96399 -0.11483 0.05390  -0.141
2 C 0.49292 0.03847 -0.03271  -0.216
3 C -0.07412 1.29451 0.11885  0.115
4 C -1.46139 0.70194 0.14343  -0.220
5 C -1.35758 -0.69493 0.94224  0.031
6 C -0.50716 -0.88658 -0.34365  -0.301
7 H 0.58512 2.08725 0.42719  0.122
8 H -2.28882 1.35551 0.32990  0.136
9 H -2.28905 -1.24682 1.10191  0.115
10 H -0.92390 -0.79019 1.87641  0.083
11 H -0.35701 -1.76952 -0.89884  0.157
12 N 3.11520 -0.15931 0.02534  0.139
13 O -1.35910 -0.06907 -1.03828  -0.020

Summary:
LUMO level: 0.0047 hartree
Kohn-Sham gap: 9.70 eV
relative energy (zero: lowest compared OMol25 entry of this formula, charge and spin): 310.12 kJ/mol
total energy: -9835.994 eV
2S+1: 1